1.
The following is a DFT calculation (the ωB97M-V functional and the def2-TZVPD basis) of a single C3H6S2 molecule.

XYZ file:
```
11
Properties=species:S:1:pos:R:3:forces:R:3:lowdin_charge:R:1
C 1.136156 -0.564912 0.030457 -2.05 -2.59 1.82 -0.159
C 0.032444 0.444777 0.330441 1.78 -1.47 3.18 -0.770
S -1.360786 -0.412613 1.399763 1.07 -1.06 -2.22 0.674
C -0.755343 0.992192 -0.709686 -1.25 3.55 -0.16 -0.836
S -0.920020 0.487242 -2.232990 -0.18 0.28 0.43 0.691
H 0.568585 -1.497387 -0.250846 0.86 0.79 -0.59 0.057
H 1.611211 -0.979810 0.974426 -0.13 1.22 -1.02 0.097
H 1.799295 -0.260498 -0.735820 0.76 0.27 -0.60 0.058
H 0.460741 1.267819 0.965978 -0.69 -0.71 -0.35 0.115
H -1.431820 -1.487484 0.402005 -0.07 1.77 1.71 -0.048
H -1.140464 2.010673 -0.173728 -0.08 -2.06 -2.20 0.120
```
Positions in Å, forces in eV/Å.

SMILES   C[C@H](S)C=S
Strongest force on any atom   3.9 eV/Å
HOMO energy   -8.853 eV
Kohn-Sham gap   8.39 eV
LUMO energy   -0.5 eV


2.
The following is a DFT calculation (the ωB97M-V functional and the def2-TZVPD basis) of a single C3H6S2 molecule.

XYZ file:
```
11
Properties=species:S:1:pos:R:3:forces:R:3:lowdin_charge:R:1
S 2.352298 -0.998457 -0.189726 -0.06 1.56 -0.38 0.680
C 1.686955 0.514269 -0.248544 2.38 -1.68 1.57 -0.634
C 0.273372 0.707546 -0.135303 -2.96 0.32 -0.28 -0.366
C -0.663590 -0.441788 0.438851 -0.28 2.42 -2.96 -0.512
S -2.379787 -0.499033 -0.307917 0.56 -0.36 0.16 0.648
H 2.315015 1.436470 -0.161963 -0.38 -0.85 -0.55 0.076
H -0.037233 0.916785 -1.142759 -0.38 0.19 -0.96 0.100
H 0.013420 1.651994 0.378053 0.32 -0.33 -0.02 0.123
H -0.295242 -1.383607 0.205019 1.05 -1.51 0.52 -0.004
H -0.746781 -0.043775 1.378221 -0.39 -0.60 2.93 0.029
H -2.518429 -1.860402 -0.213928 0.14 0.84 -0.03 -0.139
```
Positions in Å, forces in eV/Å.

SMILES   S=CCCS
Strongest force on any atom   3.8 eV/Å
HOMO energy   -8.905 eV
Kohn-Sham gap   8.56 eV
LUMO energy   -0.3 eV